1.
Density functional theory data (ωB97M-V/def2-TZVPD) for C9H19Cl2N2PtSeSi as an isolated structure.

Output
Frontier orbital gap (spin up / spin down) (Ha): 0.363 / 0.256
Net charge: +1
2S+1: 3

Last column: Löwdin spin population.
Geometry (Å):
Pt -0.595 0.863 -0.429  0.98
Cl -3.019 2.282 0.015  0.07
C -2.560 3.293 1.430  0.00
Cl -1.032 2.796 2.125  0.02
H -3.348 3.182 2.166  0.00
H -2.480 4.310 1.065  0.00
C 3.299 1.715 -3.818  0.01
Si 2.488 0.767 -2.440  0.07
C 2.028 -0.979 -2.908  0.02
C 3.419 0.878 -0.831  0.01
Se 0.494 2.006 -2.170  0.70
H 4.259 1.250 -4.056  0.00
H 3.487 2.752 -3.537  0.00
H 2.691 1.707 -4.723  0.00
H 2.791 -1.386 -3.575  0.00
H 1.076 -1.027 -3.437  0.00
H 1.971 -1.626 -2.032  0.00
H 4.429 0.481 -0.955  0.00
H 2.923 0.303 -0.048  0.00
H 3.512 1.911 -0.494  0.00
C -3.920 -1.843 3.093  0.00
C -2.666 -1.608 2.328  0.01
C -1.488 -2.327 2.247  0.00
C -0.669 -1.632 1.356  0.02
N -1.305 -0.545 0.912  0.04
N -2.514 -0.546 1.522  0.00
C 0.706 -1.975 0.903  0.02
H -3.822 -2.742 3.697  0.00
H -4.770 -1.976 2.424  0.00
H -4.134 -1.009 3.762  0.00
H -1.253 -3.238 2.768  0.00
H -3.184 0.166 1.282  0.00
H 1.056 -2.866 1.417  0.00
H 1.407 -1.166 1.114  0.00
H 0.724 -2.174 -0.170  0.00

=====

2.
Density functional theory data (ωB97M-V/def2-TZVPD) for C22H47F6O9PSbSiTi as an isolated structure at a distorted geometry.

Output
Frontier orbital gap (spin up / spin down) (Ha): 0.288 / 0.291
Energy relative to the best compared isomer or geometry (same formula, charge and spin) (kJ/mol): 160.9
2S+1: 2

Last column: Löwdin spin population.
Geometry (Å):
Ti -0.343 -0.851 -0.916  0.01
O 2.389 -2.613 1.448  0.00
C 1.232 -2.153 1.087  0.00
O 1.037 -1.774 -0.066  0.00
C 0.117 -2.383 2.060  0.00
O -0.844 -1.384 1.905  0.00
C -0.441 -0.129 2.427  0.01
C 0.694 0.537 1.575  0.01
O 1.654 0.981 2.176  0.00
O 0.459 0.588 0.305  0.08
H 2.955 -2.681 0.656  0.00
H 0.512 -2.432 3.078  0.00
H -0.369 -3.323 1.793  0.00
H -0.068 -0.201 3.452  0.00
H -1.311 0.513 2.348  0.00
F -1.168 -2.470 -0.970  0.00
Sb 0.478 -3.261 -2.868  0.00
F 1.461 -0.577 -2.135  0.15
F 1.168 -4.065 -1.234  0.00
F 1.687 -4.535 -3.724  0.00
F -0.880 -4.636 -2.905  0.00
F -0.894 -0.533 -2.620  0.03
C 1.328 2.800 -4.577  0.02
C 0.631 1.672 -3.817  0.05
P 0.980 1.627 -2.019  0.47
C 0.209 3.172 -1.321  0.09
C 0.895 3.742 -0.084  0.01
C 2.794 1.867 -1.873  0.03
C 3.429 1.242 -0.630  0.00
H 0.982 2.797 -5.611  0.00
H 2.409 2.667 -4.586  0.00
H 1.103 3.783 -4.161  0.00
H 0.932 0.699 -4.201  0.00
H -0.453 1.737 -3.929  0.00
H -0.824 2.912 -1.081  0.00
H 0.214 3.900 -2.137  0.02
H 0.780 3.079 0.769  0.00
H 0.442 4.700 0.173  0.00
H 1.959 3.914 -0.244  0.00
H 2.977 2.943 -1.903  0.01
H 3.229 1.415 -2.764  0.00
H 3.002 1.631 0.290  0.00
H 4.503 1.429 -0.620  0.00
H 3.269 0.166 -0.646  0.00
C -5.514 2.072 -2.166  0.00
C -4.092 2.555 -1.875  0.00
C -3.165 2.130 -3.020  0.00
C -4.088 4.072 -1.711  0.00
O -3.610 2.035 -0.631  0.00
Si -3.358 0.526 -0.053  0.00
O -1.880 -0.003 -0.373  0.00
O -3.443 0.655 1.578  0.00
C -4.445 1.149 2.474  0.00
C -5.757 1.493 1.770  0.00
C -4.691 0.061 3.517  0.00
C -3.870 2.404 3.132  0.00
O -4.569 -0.406 -0.635  0.00
C -4.762 -1.813 -0.783  0.00
C -4.101 -2.267 -2.084  0.00
C -4.186 -2.568 0.414  0.00
C -6.273 -2.028 -0.852  0.00
H -5.912 2.595 -3.037  0.00
H -6.163 2.259 -1.310  0.00
H -5.509 1.002 -2.360  0.00
H -3.661 2.267 -3.981  0.00
H -2.902 1.076 -2.901  0.00
H -2.249 2.722 -3.015  0.00
H -4.408 4.558 -2.634  0.00
H -3.085 4.418 -1.455  0.00
H -4.767 4.362 -0.907  0.00
H -6.126 0.628 1.217  0.00
H -5.596 2.307 1.064  0.00
H -6.504 1.795 2.504  0.00
H -5.194 -0.791 3.057  0.00
H -5.316 0.447 4.323  0.00
H -3.741 -0.281 3.930  0.00
H -3.602 3.121 2.354  0.00
H -2.974 2.154 3.703  0.00
H -4.603 2.857 3.802  0.00
H -3.038 -2.034 -2.049  0.00
H -4.548 -1.746 -2.933  0.00
H -4.222 -3.342 -2.220  0.00
H -3.112 -2.403 0.471  0.00
H -4.384 -3.635 0.314  0.00
H -4.641 -2.195 1.334  0.00
H -6.704 -1.414 -1.644  0.00
H -6.734 -1.747 0.097  0.00
H -6.498 -3.076 -1.055  0.00